ORCA calculation (the ωB97M-V functional and the def2-TZVPD basis) on a single C2H4N2S molecule in a non-equilibrium geometry.

Each line ends with the Mulliken charge.
Geometry (Å):
1 C 1.86 -0.28 -0.04  -0.22
2 N 0.89 0.61 -0.09  -0.46
3 N -0.30 0.00 0.10  0.09
4 C -1.51 0.63 0.08  -0.20
5 S -2.98 -0.12 -0.06  -0.33
6 H 1.07 -1.27 -0.21  0.16
7 H 2.98 -0.05 0.05  0.30
8 H -0.45 -1.15 0.25  0.28
9 H -1.57 1.64 -0.08  0.37

Values from the calculation:
- M (g mol⁻¹) = 88.13
- LUMO level (eV) = -0.08
- total charge = 0
- gap between HOMO and LUMO (eV) = 8.62
- HOMO energy (eV) = -8.69

ORCA calculation (the ωB97M-V functional and the def2-TZVPD basis) on a molecular structure, C24H25Br6N3O9 in a non-equilibrium geometry.

Each line ends with the Mulliken charge.
Geometry (Å):
1 C -0.25 -1.44 1.30  0.36
2 C 0.56 -1.34 0.18  -0.39
3 C 0.69 -0.11 -0.44  0.40
4 C -0.08 1.00 -0.02  -0.79
5 C -0.89 0.84 1.09  -0.22
6 C -1.02 -0.39 1.75  -0.62
7 N 0.05 2.28 -0.68  1.15
8 O 0.66 2.30 -1.73  -0.57
9 O -0.52 3.23 -0.19  -0.62
10 H -0.28 -2.35 1.90  -0.27
11 H 1.30 -2.11 0.03  0.30
12 H 1.28 -0.01 -1.34  0.31
13 H -1.39 1.68 1.57  0.44
14 H -1.62 -0.46 2.64  0.51
15 C 2.04 1.15 -4.74  -0.50
16 C 3.21 1.56 -4.12  -0.48
17 C 3.88 0.68 -3.27  -0.30
18 C 3.30 -0.57 -3.05  0.14
19 C 2.17 -1.02 -3.71  -0.18
20 C 1.58 -0.15 -4.62  -0.70
21 N 4.02 -1.51 -2.16  1.06
22 O 5.17 -1.22 -1.86  -0.61
23 O 3.44 -2.50 -1.78  -0.61
24 H 1.42 1.77 -5.38  0.38
25 H 3.51 2.60 -4.11  0.39
26 H 4.70 1.03 -2.66  0.44
27 H 1.73 -2.00 -3.58  0.40
28 H 0.70 -0.48 -5.14  0.58
29 C 1.51 5.53 2.50  -0.56
30 C 0.90 5.54 1.24  -0.23
31 C 0.47 6.73 0.66  -0.29
32 C 0.50 7.91 1.40  0.02
33 C 0.97 7.87 2.71  -0.38
34 C 1.50 6.71 3.24  -0.35
35 N 0.10 9.18 0.83  0.99
36 O 0.19 10.18 1.53  -0.60
37 O -0.30 9.20 -0.32  -0.60
38 H 1.95 4.65 2.93  0.40
39 H 1.03 4.76 0.51  0.35
40 H 0.21 6.67 -0.39  0.46
41 H 1.07 8.79 3.27  0.43
42 H 1.98 6.71 4.21  0.36
43 C -3.83 -2.89 1.09  -0.76
44 C -3.92 -4.38 0.77  -0.29
45 O -2.63 -4.95 0.98  -0.09
46 C -2.36 -6.22 0.66  0.57
47 O -3.13 -7.09 0.39  -0.57
48 O -1.03 -6.30 0.74  -0.12
49 C -0.36 -7.41 0.18  -0.80
50 H -4.86 -2.55 0.95  0.49
51 H -3.23 -2.34 0.38  -0.14
52 H -3.50 -2.72 2.11  0.30
53 H -4.17 -4.53 -0.28  0.26
54 H -4.66 -4.91 1.37  0.31
55 H -1.12 -8.09 -0.22  0.37
56 H 0.27 -8.05 0.80  0.26
57 H 0.26 -7.08 -0.65  0.27
58 C 0.75 -4.85 4.05  -0.32
59 Br 1.63 -4.74 2.29  -0.05
60 Br -0.66 -6.17 3.95  -0.04
61 Br 0.09 -3.16 4.70  -0.03
62 H 1.49 -5.25 4.72  0.38
63 C -3.23 0.14 -1.72  0.63
64 Br -1.91 0.16 -3.16  0.04
65 Br -4.52 -1.36 -1.87  -0.05
66 Br -4.09 1.87 -1.65  -0.01
67 H -2.71 -0.01 -0.78  -0.61

Values from the calculation:
- M (g mol⁻¹) = 978.90
- LUMO level (eV) = -0.82
- total charge = 0
- gap between HOMO and LUMO (eV) = 9.15
- HOMO energy (eV) = -9.97

ORCA calculation (the ωB97M-V functional and the def2-TZVPD basis) on 3 unconnected molecules or ions with the total composition C14H35NO5S2 in a non-equilibrium geometry.

Each line ends with the Mulliken charge.
Geometry (Å):
1 N 5.53 -0.85 -0.35  -0.69
2 C 4.89 0.40 0.14  -0.13
3 C 4.35 1.27 -1.03  -0.86
4 C 2.88 0.95 -1.44  -0.43
5 O 1.91 1.89 -0.95  -0.33
6 S 1.72 1.81 0.70  0.57
7 O 1.67 0.39 1.15  -0.55
8 O 0.19 2.44 0.90  -0.35
9 C -0.85 1.45 0.81  -0.53
10 C -0.93 0.72 -0.56  -0.13
11 C -2.31 0.04 -0.81  -0.50
12 S -2.30 -1.68 -0.12  -0.23
13 H 5.76 -1.36 0.50  0.26
14 H 4.81 -1.39 -0.83  0.22
15 H 4.15 0.17 0.92  0.23
16 H 5.70 0.98 0.64  0.32
17 H 4.98 1.04 -1.91  0.43
18 H 4.51 2.34 -0.83  0.30
19 H 2.59 -0.10 -1.21  0.31
20 H 2.84 1.02 -2.54  0.36
21 H -0.83 0.75 1.67  0.18
22 H -1.81 2.00 0.91  0.46
23 H -0.18 -0.09 -0.60  0.11
24 H -0.64 1.45 -1.33  0.32
25 H -3.15 0.61 -0.38  0.41
26 H -2.43 -0.06 -1.90  0.09
27 H -1.33 -2.31 -0.85  0.12
28 C -1.32 -0.01 6.58  -0.99
29 C -0.03 0.60 7.10  -0.32
30 O 1.07 0.44 6.23  -0.45
31 C 0.94 1.05 4.95  -0.12
32 C 0.76 2.56 5.01  -1.03
33 H -1.16 -1.06 6.30  0.28
34 H -2.10 0.04 7.34  0.39
35 H -1.68 0.51 5.69  0.23
36 H 0.25 0.09 8.03  0.34
37 H -0.17 1.65 7.36  0.28
38 H 0.12 0.58 4.39  0.19
39 H 1.86 0.82 4.41  0.24
40 H -0.19 2.83 5.47  0.28
41 H 0.77 2.98 4.00  0.35
42 H 1.56 3.02 5.59  0.32
43 C -4.47 -2.89 -5.45  -1.26
44 C -3.76 -2.07 -4.37  -0.23
45 O -2.40 -2.43 -4.19  -0.39
46 C -1.55 -2.27 -5.31  -0.30
47 C -1.46 -0.83 -5.79  -1.01
48 H -4.35 -3.96 -5.26  0.31
49 H -5.53 -2.64 -5.47  0.41
50 H -4.06 -2.68 -6.44  0.28
51 H -4.25 -2.26 -3.42  0.36
52 H -3.85 -1.00 -4.57  0.32
53 H -1.86 -2.94 -6.12  0.31
54 H -0.57 -2.60 -4.98  0.33
55 H -2.41 -0.47 -6.19  0.28
56 H -0.71 -0.75 -6.58  0.40
57 H -1.18 -0.17 -4.97  0.22

Values from the calculation:
- M (g mol⁻¹) = 361.57
- LUMO level (eV) = 0.57
- total charge = 0
- gap between HOMO and LUMO (eV) = 9.56
- HOMO energy (eV) = -8.99

ORCA calculation (the ωB97M-V functional and the def2-TZVPD basis) on 2 unconnected molecules or ions with the total composition C16H21BrF12O5Si in a non-equilibrium geometry.

Each line ends with the Mulliken charge.
Geometry (Å):
1 C 1.04 1.34 2.79  -1.32
2 C -0.09 0.30 2.56  0.27
3 O 0.41 -1.03 2.50  -0.51
4 C -0.20 -1.81 1.46  -0.22
5 Si 0.78 -1.77 -0.17  0.14
6 Br 2.69 -0.59 0.20  -0.26
7 C 1.25 -3.53 -0.73  -0.60
8 C 2.76 -3.75 -0.88  -0.81
9 O 2.93 -5.12 -1.32  -0.32
10 C 4.20 -5.33 -1.79  0.13
11 O 4.34 -5.71 -2.87  -0.41
12 C -0.18 -0.99 -1.60  -0.73
13 C 0.73 -0.61 -2.81  -0.88
14 C 0.61 0.85 -3.22  0.82
15 F 0.44 1.69 -2.20  -0.27
16 F -0.50 0.93 -3.98  -0.38
17 C 1.80 1.27 -4.16  0.60
18 F 1.30 2.07 -5.10  -0.31
19 F 2.25 0.19 -4.78  -0.31
20 C 2.93 2.08 -3.46  0.57
21 F 2.67 3.36 -3.57  -0.30
22 F 3.12 1.73 -2.21  -0.21
23 C 4.30 1.87 -4.20  0.63
24 F 4.85 0.74 -3.83  -0.24
25 F 4.19 1.97 -5.49  -0.25
26 F 5.11 2.83 -3.80  -0.27
27 H 2.02 0.87 2.73  0.32
28 H 0.96 1.76 3.80  0.38
29 H 0.93 2.14 2.05  0.28
30 H -0.59 0.58 1.62  0.02
31 H -0.82 0.43 3.37  0.28
32 H -0.26 -2.83 1.87  0.43
33 H -1.24 -1.50 1.32  0.14
34 H 0.86 -4.29 -0.05  0.52
35 H 0.80 -3.71 -1.71  0.37
36 H 3.18 -3.06 -1.62  0.44
37 H 3.25 -3.64 0.09  0.35
38 H 5.03 -5.17 -1.09  0.37
39 H -0.81 -0.16 -1.29  0.54
40 H -0.86 -1.78 -1.96  0.48
41 H 1.76 -0.91 -2.58  0.27
42 H 0.41 -1.19 -3.67  0.34
43 C -5.34 3.35 5.16  -1.11
44 C -6.08 2.72 4.00  -0.20
45 O -5.18 2.36 2.94  -0.32
46 C -4.52 1.22 3.10  0.17
47 O -4.61 0.47 4.03  -0.51
48 C -3.64 0.96 1.87  1.11
49 F -2.96 2.06 1.49  -0.28
50 F -4.38 0.57 0.81  -0.29
51 F -2.74 -0.01 2.10  -0.26
52 H -4.75 4.20 4.82  0.30
53 H -6.05 3.68 5.93  0.37
54 H -4.65 2.64 5.62  0.31
55 H -6.78 3.44 3.57  0.32
56 H -6.66 1.85 4.32  0.32

Values from the calculation:
- M (g mol⁻¹) = 629.31
- LUMO level (eV) = 0.49
- total charge = 0
- gap between HOMO and LUMO (eV) = 9.94
- HOMO energy (eV) = -9.44

The highest M belongs to which entry? C24H25Br6N3O9

What is the M in the third record? 361.57 g mol⁻¹